Computed, not measured: 2 unconnected molecules or ions with the total composition C3H9N3O, with wB97M-V/def2-TZVPD.

Each line ends with the Löwdin charge.
Element x y z (Å)
O: -0.531543 -1.674130 1.054283  -0.063
N: -0.633217 -1.311435 -0.312462  -0.150
N: 1.390548 -0.230660 -0.102746  -0.154
N: 1.780552 -0.225323 -1.336311  0.063
C: 1.530414 1.048221 0.543036  -0.132
C: -1.456072 -0.187932 -0.675477  -0.190
C: -1.884514 0.697177 0.230187  -0.017
H: -1.411088 0.812563 1.192115  0.040
H: -0.840164 -2.156281 -0.835332  0.127
H: 0.652298 1.658742 0.320981  0.066
H: 1.581161 0.878094 1.618801  0.075
H: -1.950925 -0.300168 -1.630598  0.105
H: 1.994337 -1.187529 -1.628104  0.050
H: -0.068255 -0.881290 1.407178  0.063
H: 2.417254 1.578818 0.192210  0.075
H: -2.570788 1.481133 -0.037761  0.044

Atoms 1-6, force components in eV/Å:
-0.3 1.4 -0.4
-1.7 0.1 -1.1
3.5 -0.7 -3.6
0.3 1.1 3.7
-0.5 0.9 -0.3
-0.7 -2.3 2.1

Values from the calculation:
Kohn-Sham gap = 8.7 eV
2S+1 = 1
Maximum force = 5.080 eV/A

=====

Computed, not measured: C3H9N3O in the gas phase, with wB97M-V/def2-TZVPD.

Each line ends with the Löwdin charge.
Element x y z (Å)
O: -0.626231 0.906604 -0.620415  -0.118
N: 0.757483 1.032630 -0.776437  -0.061
N: -2.817441 1.528153 -0.122879  0.054
N: 1.150913 -2.339732 0.726369  -0.025
C: 1.184066 -0.899463 0.827073  -0.282
C: 1.330481 -0.277928 -0.612580  -0.292
C: -1.566175 1.856878 -0.501461  -0.213
H: 2.013720 -0.431670 1.500672  0.142
H: 0.852578 -1.051026 -1.311375  0.110
H: 0.544617 -2.784308 0.068739  0.049
H: 2.404867 -0.053820 -0.920266  0.118
H: -3.474848 2.220277 0.447427  0.164
H: 0.324181 -0.457691 1.117281  0.038
H: -2.881032 0.561420 0.285706  0.120
H: 2.063837 -2.707671 0.462459  0.066
H: -1.261014 2.897347 -0.570312  0.131

Atoms 1-6, force components in eV/Å:
-3.1 0.4 1.0
-0.1 1.5 -0.2
-2.6 -0.6 2.3
1.5 -0.8 1.5
3.7 0.5 -2.2
0.2 -0.1 -0.8

Values from the calculation:
Kohn-Sham gap (spin up / spin down) = 6.7 / 7.8 eV
2S+1 = 1
Maximum force = 4.370 eV/A

=====

Computed, not measured: 2 unconnected molecules or ions with the total composition C3H9N3O2, with wB97M-V/def2-TZVPD.

Each line ends with the Löwdin charge.
Element x y z (Å)
O: 1.298930 -1.428318 0.994209  -0.097
O: 0.510190 -1.433060 -1.093031  -0.099
N: 0.766309 -3.426695 -0.018431  0.103
N: 0.532994 1.151178 0.959375  0.112
N: -2.269085 3.038878 -0.379059  0.136
C: 0.843975 -2.007085 -0.024857  -0.817
C: -0.816620 2.609761 -0.460541  -0.115
C: -0.517342 1.339215 0.078381  -0.195
H: -2.784256 2.209121 -0.082952  0.153
H: -0.265604 3.420898 -0.019714  0.086
H: 0.525481 -3.840493 -0.905239  0.071
H: -0.986737 0.402310 -0.254101  0.123
H: -2.732354 3.385340 -1.222283  0.154
H: 0.954394 1.698399 0.144543  0.118
H: 1.387209 -3.869374 0.629731  0.065
H: -2.451107 3.740924 0.339352  0.159
H: 1.011898 0.219994 0.895365  0.043

Atoms 1-6, force components in eV/Å:
0.0 -0.1 0.6
-0.6 0.1 0.2
-0.4 1.3 0.3
0.2 2.2 -3.7
-0.4 -1.0 -0.4
0.5 -0.3 -1.2

Values from the calculation:
Kohn-Sham gap = 6.5 eV
2S+1 = 1
Maximum force = 4.359 eV/A

=====

Computed, not measured: C3H9N3O2 in the gas phase, with wB97M-V/def2-TZVPD.

Each line ends with the Löwdin charge.
Element x y z (Å)
O: 3.136649 -0.207648 -1.372240  -0.087
O: -0.695255 0.625350 1.685475  -0.132
N: 1.723684 -0.234455 -1.557914  0.020
N: 1.657001 -0.621809 0.763698  0.149
N: -1.072142 0.659520 0.063305  -0.107
C: -0.403510 -0.475895 -0.547993  -0.155
C: 1.096836 -0.413843 -0.457075  -0.434
C: -2.472917 0.483817 0.175234  -0.127
H: 2.648598 -0.463429 0.835809  0.090
H: 3.458074 0.014760 -2.252832  0.081
H: -0.387536 1.516831 1.901051  0.078
H: -0.677050 -0.433366 -1.606426  0.135
H: -2.847281 -0.545439 0.183876  0.083
H: -2.503675 0.842801 1.278434  0.116
H: -2.984929 1.120630 -0.541592  0.085
H: -0.751442 -1.428242 -0.120571  0.129
H: 1.074896 -0.439582 1.569759  0.075

Atoms 1-6, force components in eV/Å:
-0.4 0.0 0.3
0.2 -0.6 -2.2
0.1 0.1 -0.4
0.2 -0.1 0.1
2.0 0.3 2.3
0.4 -0.1 0.3

Values from the calculation:
Kohn-Sham gap = 9.4 eV
2S+1 = 1
Maximum force = 3.042 eV/A

=====

Relative energy (zero: lowest compared OMol25 entry of this formula, charge and spin)
In order: 6.067 6.088 5.518 5.712
Unit: eV